Entry 1:
{
  "formula": "C24H33AsNO7SV",
  "method": "the ωB97M-V functional and the def2-TZVPD basis",
  "elements": ["V", "C", "O", "C", "C", "C", "C", "C", "C", "O", "C", "O", "C", "H", "H", "H", "H", "H", "H", "H", "H", "H", "C", "C", "C", "C", "C", "C", "C", "S", "O", "O", "N", "C", "C", "O", "O", "H", "H", "H", "H", "H", "H", "H", "H", "H", "C", "C", "As", "C", "C", "C", "C", "H", "H", "H", "H", "H", "H", "H", "H", "H", "H", "H", "H", "H", "H", "H"],
  "coordinates": [[0.389950, -0.773244, 0.352288], [-3.524246, 4.749108, -0.118586], [-4.392586, 3.627765, -0.271363], [-3.877311, 2.399914, -0.188270], [-4.796254, 1.346152, -0.347275], [-4.369357, 0.054212, -0.274279], [-3.013390, -0.262227, -0.043139], [-2.554870, -1.622943, 0.078515], [-3.525898, -2.757427, -0.061965], [-1.365143, -1.924311, 0.313393], [-2.112552, 0.807467, 0.099878], [-0.820656, 0.567130, 0.299979], [-2.532893, 2.129768, 0.035608], [-4.152389, 5.627505, -0.215901], [-2.761635, 4.758784, -0.898881], [-3.053988, 4.745447, 0.866014], [-5.833821, 1.592693, -0.524730], [-5.093955, -0.739198, -0.395398], [-3.988363, -2.735508, -1.049822], [-4.322193, -2.676617, 0.679137], [-2.997089, -3.697438, 0.068214], [-1.797769, 2.909817, 0.157251], [-1.531821, -7.268373, 4.242131], [-0.775852, -6.087387, 3.706387], [0.610506, -6.137821, 3.559778], [1.312943, -5.060106, 3.051934], [0.614386, -3.919664, 2.675324], [-0.764503, -3.837100, 2.816127], [-1.447299, -4.920670, 3.334825], [1.525699, -2.582035, 2.015173], [0.787218, -1.305664, 2.303629], [2.869002, -2.678640, 2.479274], [1.347686, -2.441899, 0.448570], [1.648328, -3.207257, -0.726336], [1.151837, -2.334816, -1.885463], [1.261433, -2.658022, -3.031601], [0.618609, -1.186975, -1.480875], [-0.937414, -7.822850, 4.967072], [-1.783462, -7.953847, 3.429526], [-2.462293, -6.960768, 4.717351], [1.148803, -7.027185, 3.862012], [2.390567, -5.092224, 2.964619], [-1.284827, -2.930328, 2.544783], [-2.520157, -4.858614, 3.470102], [1.127944, -4.166370, -0.746704], [2.718479, -3.385093, -0.842756], [4.791265, -0.688468, 0.598580], [4.098235, 0.620905, 0.965475], [2.351107, 0.876506, 0.138512], [1.708392, 2.565069, 0.883224], [2.775631, 3.642774, 1.017495], [2.621085, 1.343969, -1.737018], [3.527075, 0.413563, -2.532727], [5.796868, -0.703619, 1.019794], [4.887623, -0.809710, -0.477372], [4.251925, -1.547597, 1.001890], [4.698171, 1.483792, 0.673850], [3.934692, 0.691516, 2.041022], [1.249895, 2.339944, 1.846477], [0.904782, 2.875252, 0.214272], [3.517061, 3.377620, 1.770110], [2.325112, 4.587441, 1.322626], [3.297254, 3.820179, 0.076222], [2.994225, 2.368570, -1.755880], [1.615639, 1.349492, -2.158129], [4.563847, 0.490339, -2.211953], [3.488767, 0.679001, -3.588909], [3.212444, -0.627580, -2.453511]],
  "forces_ev_per_angstrom": [[-0.683, -0.532, -0.522], [0.013, -0.022, 0.003], [0.028, 0.015, 0.008], [0.049, 0.055, -0.003], [-0.134, 0.037, -0.025], [0.011, -0.074, 0.008], [0.087, 0.005, 0.016], [-0.056, 0.013, -0.019], [0.039, -0.020, 0.017], [0.050, 0.045, 0.061], [-0.220, 0.010, -0.033], [0.800, -0.073, 0.185], [-0.031, 0.008, -0.004], [-0.025, -0.005, -0.006], [0.000, -0.016, -0.010], [-0.004, -0.018, 0.008], [0.016, -0.008, 0.003], [0.024, -0.007, 0.000], [0.004, -0.004, 0.007], [0.002, 0.001, -0.006], [-0.003, -0.002, -0.001], [0.010, 0.014, 0.006], [-0.004, 0.000, -0.002], [0.027, 0.025, -0.022], [-0.065, 0.008, 0.010], [0.067, -0.052, -0.003], [0.076, 0.092, -0.080], [-0.058, 0.047, 0.000], [0.015, -0.041, 0.019], [-0.138, -0.043, 0.016], [-0.055, 0.276, 0.093], [0.016, -0.043, -0.002], [-0.016, 0.399, -0.134], [0.044, -0.132, 0.018], [0.138, -0.296, -0.180], [-0.014, -0.007, -0.045], [0.062, 0.261, 0.674], [-0.004, 0.010, -0.009], [0.003, 0.011, 0.012], [0.012, -0.007, -0.006], [-0.009, 0.001, -0.002], [-0.014, 0.004, -0.001], [0.001, -0.012, 0.004], [0.008, -0.008, -0.001], [-0.010, -0.020, -0.039], [0.020, -0.029, -0.039], [-0.084, -0.085, 0.080], [-0.011, -0.042, -0.097], [-0.094, 0.166, 0.064], [0.060, -0.032, 0.015], [0.020, 0.011, -0.005], [0.002, -0.001, 0.075], [-0.046, -0.032, 0.004], [-0.019, 0.002, 0.023], [0.013, -0.013, -0.046], [0.081, 0.112, -0.066], [0.000, 0.024, -0.041], [-0.024, -0.021, 0.045], [-0.009, -0.017, 0.018], [-0.020, 0.008, -0.025], [0.020, 0.000, -0.003], [-0.007, -0.006, 0.004], [0.008, 0.011, -0.005], [0.021, 0.022, 0.002], [-0.041, 0.001, -0.012], [0.040, 0.007, 0.012], [0.001, 0.004, 0.002], [0.013, 0.013, -0.018]],
  "homo_lumo_gap_ev": [7.51, 8.17],
  "e_tot_ha": -5093.598469,
  "total_charge": 1,
  "relative_energy_ev": 0.000,
  "multiplicity": 2
}

***

Entry 2:
{
  "formula": "C4H9NO3",
  "method": "the ωB97M-V functional and the def2-TZVPD basis",
  "elements": ["N", "C", "O", "O", "H", "H", "H", "C", "C", "C", "O", "H", "H", "H", "H", "H", "H"],
  "coordinates": [[-1.748067, -0.763278, -0.539386], [-2.008028, 0.048670, 0.560695], [-2.495218, -0.378341, 1.567501], [-1.679521, 1.340362, 0.387693], [-2.231661, -1.649481, -0.561630], [-1.571979, -0.325640, -1.436878], [-1.050913, 1.447195, -0.349742], [0.980615, -1.412399, 0.145212], [1.422058, -0.304884, 0.736435], [1.449977, 1.056603, 0.120555], [0.707854, 1.176576, -1.092623], [0.989830, -2.351649, 0.665419], [0.699839, -1.452843, -0.901882], [1.819650, -0.333162, 1.737639], [2.492004, 1.366317, -0.058370], [0.999665, 1.773166, 0.811825], [1.223896, 0.762789, -1.792461]],
  "forces_ev_per_angstrom": [[-0.372, 0.493, -0.193], [-0.107, -0.810, -0.933], [-0.100, 0.181, 0.372], [0.276, 0.205, 0.112], [0.086, 0.220, 0.144], [-0.123, -0.189, 0.339], [-0.132, -0.127, 0.045], [0.827, 0.438, -0.062], [-0.177, -0.444, -0.523], [0.229, 0.220, 0.006], [0.156, -0.063, -0.126], [-0.005, -0.242, 0.177], [-0.189, 0.169, 0.257], [-0.099, -0.093, 0.333], [-0.206, 0.037, 0.128], [0.103, -0.023, -0.032], [-0.168, 0.029, -0.044]],
  "homo_lumo_gap_ev": 9.97,
  "e_tot_ha": -438.281335,
  "total_charge": 0,
  "relative_energy_ev": 1.299,
  "smiles": "NC(=O)O.C=CCO",
  "multiplicity": 1
}

***

Entry 3:
{
  "formula": "C2H3N3O",
  "method": "the ωB97M-V functional and the def2-TZVPD basis",
  "elements": ["O", "N", "C", "C", "N", "N", "H", "H", "H"],
  "coordinates": [[2.049601, -0.085180, -0.067144], [0.689153, -0.129556, -0.076557], [-0.211168, 0.885444, 0.013369], [-1.415898, 0.206657, -0.024062], [-1.152353, -1.083314, -0.021516], [0.117323, -1.319733, -0.071033], [2.247143, -1.032975, 0.394556], [0.069399, 1.915786, -0.088090], [-2.393197, 0.642869, -0.059521]],
  "forces_ev_per_angstrom": [[0.626, -2.875, 1.622], [-0.481, 0.368, 0.309], [0.704, -0.476, -0.837], [0.896, 1.503, 0.253], [-1.253, -2.220, -0.282], [0.069, 0.708, 0.169], [-0.359, 3.112, -1.580], [0.077, 0.067, 0.223], [-0.280, -0.187, 0.122]],
  "homo_lumo_gap_ev": 10.79,
  "e_tot_ha": -317.412241,
  "total_charge": 0,
  "relative_energy_ev": 3.267,
  "smiles": "On1ccnn1",
  "multiplicity": 1
}

***

Entry 4:
{
  "formula": "C16H25N2O7",
  "method": "the ωB97M-V functional and the def2-TZVPD basis",
  "elements": ["C", "C", "O", "C", "N", "N", "C", "O", "O", "C", "C", "O", "H", "H", "H", "H", "H", "H", "H", "H", "H", "H", "C", "C", "O", "C", "C", "C", "O", "C", "C", "C", "C", "C", "O", "H", "H", "H", "H", "H", "H", "H", "H", "H", "H", "H", "H", "H", "H", "H"],
  "coordinates": [[-5.273790, 0.779118, 2.076454], [-4.252866, -0.320807, 2.166480], [-2.949693, 0.301717, 2.377708], [-2.026211, -0.631145, 2.703130], [-0.888007, 0.099285, 3.183229], [0.146136, -0.572341, 3.459414], [1.355500, 0.231728, 3.313634], [1.427228, 1.438498, 3.208440], [2.408147, -0.584753, 3.341503], [3.613297, 0.224181, 3.502842], [4.714451, -0.756743, 3.721498], [-2.224924, -1.836008, 2.620845], [-6.266391, 0.344878, 1.963996], [-5.286420, 1.387621, 2.987358], [-5.088305, 1.428633, 1.212182], [-4.472248, -0.979812, 3.017032], [-4.220828, -0.941318, 1.264085], [3.747435, 0.850320, 2.607039], [3.514355, 0.880519, 4.379888], [5.649160, -0.235721, 3.940453], [4.475565, -1.431686, 4.541575], [4.864618, -1.346603, 2.813037], [-0.848627, -4.790811, 3.472963], [0.442210, -4.076542, 3.779810], [0.153860, -3.120752, 4.807140], [1.215553, -2.429593, 5.289377], [0.722850, -1.472519, 6.304466], [1.653226, -0.500591, 6.790755], [2.649205, -0.125266, 6.168524], [1.346747, 0.182283, 8.131687], [0.301081, 1.267807, 7.954493], [-0.997538, 0.764898, 7.330698], [-1.346323, -0.689594, 7.674060], [-0.578175, -1.794239, 6.935281], [2.358733, -2.698673, 4.963974], [-0.671326, -5.537806, 2.696464], [-1.226996, -5.314851, 4.361017], [-1.599461, -4.070135, 3.126219], [1.224182, -4.771314, 4.115545], [0.824271, -3.528016, 2.908599], [1.038236, -0.567806, 8.866933], [2.283613, 0.648066, 8.469977], [0.101460, 1.736631, 8.926988], [0.719558, 2.062438, 7.327050], [-1.817987, 1.389655, 7.706232], [-0.970584, 0.905620, 6.243294], [-1.206650, -0.858562, 8.750115], [-2.413716, -0.857606, 7.483692], [-1.228762, -2.246619, 6.164282], [-0.358737, -2.595651, 7.671653]],
  "forces_ev_per_angstrom": [[-0.094, 0.374, -0.142], [0.226, 0.164, 0.106], [-0.430, -1.112, 0.123], [-0.472, -1.547, 1.190], [1.665, 0.258, -0.555], [-1.546, -0.290, -1.564], [0.621, 1.045, 1.272], [-0.647, -1.047, -0.049], [-0.634, 1.581, -0.208], [0.204, 0.015, 0.140], [0.573, -0.392, -0.306], [0.625, 1.882, -0.059], [-0.058, -0.064, -0.053], [0.112, -0.080, -0.182], [-0.010, -0.081, 0.223], [0.188, 0.116, -0.214], [0.040, 0.146, 0.147], [-0.031, -0.281, 0.196], [-0.289, -0.354, -0.408], [-0.009, 0.044, 0.012], [-0.131, 0.103, 0.026], [0.076, -0.105, 0.073], [-0.235, -0.036, -0.026], [0.183, 0.405, 0.288], [-0.081, -1.261, -0.801], [-0.115, 0.830, 1.426], [1.670, 0.287, -1.321], [-0.923, -0.431, 0.015], [0.776, 0.337, 0.065], [0.531, -0.057, -0.237], [0.004, 0.251, 0.170], [-0.524, -0.065, -0.018], [-0.109, 0.055, 0.195], [-0.323, -0.661, 0.295], [-0.291, -0.147, -0.060], [-0.074, -0.006, -0.071], [0.064, 0.159, -0.145], [0.158, -0.259, 0.102], [-0.110, 0.189, -0.041], [-0.038, -0.181, 0.084], [-0.076, 0.099, 0.034], [-0.182, -0.249, -0.040], [-0.070, -0.099, -0.017], [0.017, -0.092, 0.009], [0.028, 0.034, -0.170], [0.019, -0.166, 0.102], [-0.111, 0.292, -0.047], [0.071, 0.136, 0.083], [0.287, 0.297, 0.480], [-0.521, -0.037, -0.124]],
  "homo_lumo_gap_ev": 4.99,
  "e_tot_ha": -1260.856270,
  "total_charge": -1,
  "relative_energy_ev": 0.000,
  "multiplicity": 1
}

***

Entry 5:
{
  "formula": "C4H8BrClNO3S",
  "method": "the ωB97M-V functional and the def2-TZVPD basis",
  "elements": ["C", "C", "C", "C", "S", "O", "O", "O", "N", "Cl", "Br", "H", "H", "H", "H", "H", "H", "H", "H"],
  "coordinates": [[1.426382, 0.818157, -0.011778], [-0.040389, 0.380663, -0.320873], [-0.219028, -0.615665, -1.505061], [-0.726994, -0.177155, 0.776853], [0.232269, -1.516391, 1.735303], [0.642842, -2.517870, 0.725266], [1.339753, -0.876468, 2.353765], [-0.861707, -1.945317, 2.586640], [-0.769411, 1.719384, -0.663982], [-0.416343, 2.369251, -2.232469], [-2.622843, 1.762999, -0.211996], [1.563752, 1.664666, -0.579604], [2.168173, 0.263244, -0.444680], [1.469284, 1.058692, 1.016616], [-1.203234, -0.594028, -1.900078], [0.227806, -1.493596, -1.258971], [0.408789, -0.212956, -2.229205], [-1.784309, -0.689301, 0.585040], [-0.834792, 0.601693, 1.579215]],
  "forces_ev_per_angstrom": [[-3.315, 0.295, -0.100], [0.254, 0.113, -3.638], [0.589, 3.453, 0.622], [-2.265, -1.958, 4.460], [-2.190, -1.147, -2.795], [-0.331, 0.696, 0.731], [1.382, 1.001, 1.247], [0.251, -0.260, 0.588], [0.503, 0.198, 1.114], [-0.388, -0.300, 0.136], [0.200, 0.224, -0.871], [0.113, 2.630, -1.030], [1.713, -2.562, -0.194], [0.657, -0.071, 0.942], [-1.044, -0.445, 0.020], [0.491, -2.948, 0.948], [1.052, 0.661, -1.965], [2.511, 1.180, 0.209], [-0.182, -0.761, -0.424]],
  "homo_lumo_gap_ev": 7.82,
  "e_tot_ha": -3870.053745,
  "total_charge": -1,
  "relative_energy_ev": 0.320,
  "smiles": "CC(C)(CS(=O)(=O)[O-])N(Cl)Br",
  "multiplicity": 1
}

***

Entry 6:
{
  "formula": "C2H15NO4",
  "method": "the ωB97M-V functional and the def2-TZVPD basis",
  "elements": ["C", "N", "C", "H", "H", "H", "H", "H", "H", "H", "H", "H", "O", "H", "H", "O", "H", "H", "O", "H", "H", "O"],
  "coordinates": [[2.000960, 2.879023, 1.499006], [1.240416, 1.999641, 0.685114], [-0.141472, 2.360763, 0.383588], [1.329259, 3.309039, 2.356115], [2.590924, 3.762736, 1.147355], [2.629755, 2.299083, 2.206521], [1.667648, 1.424823, -0.021386], [-0.312773, 1.611532, -0.379466], [-0.851013, 2.337790, 1.212045], [-0.162323, 3.384280, -0.071478], [-1.126462, -0.067306, 3.622601], [-1.040599, 0.258303, 2.132368], [-1.444411, -0.370263, 2.751777], [-0.966561, -1.937840, -0.007929], [-1.565672, -0.845310, 0.521533], [-1.218288, -1.065914, -0.367907], [-0.339703, -1.376305, -3.609843], [-1.795813, -1.744305, -3.764796], [-0.909684, -2.090496, -3.921548], [0.246722, -2.363633, -1.159929], [0.981790, -3.670460, -1.406545], [0.934718, -2.922944, -0.800963]],
  "forces_ev_per_angstrom": [[-0.263, 0.455, 3.393], [-0.740, 0.485, 0.655], [1.668, 0.477, -1.334], [0.578, -0.457, -1.820], [-0.467, -0.637, -0.539], [0.441, 0.088, -0.738], [0.261, 0.306, 0.236], [-1.335, 0.068, -0.211], [0.199, -0.251, 0.127], [-0.384, -0.513, 0.185], [-0.035, -0.069, -0.094], [0.152, 0.096, 0.150], [-0.057, 0.001, -0.055], [0.328, -0.313, -0.776], [-0.379, 1.123, -0.372], [-0.265, -0.827, 1.346], [0.046, -0.023, 0.077], [-0.024, -0.050, 0.126], [0.023, 0.080, -0.111], [-0.134, 0.404, -0.370], [-0.039, 0.019, -0.003], [0.424, -0.461, 0.128]],
  "homo_lumo_gap_ev": [2.47, 8.78],
  "e_tot_ha": -440.817175,
  "total_charge": -1,
  "relative_energy_ev": 1.524,
  "multiplicity": 2
}

***

Entry 7:
{
  "formula": "C7H10",
  "method": "the ωB97M-V functional and the def2-TZVPD basis",
  "elements": ["C", "C", "C", "C", "C", "C", "C", "H", "H", "H", "H", "H", "H", "H", "H", "H", "H"],
  "coordinates": [[2.274195, 1.497858, -0.038833], [1.145171, 0.951465, 0.418792], [0.453229, -0.221222, -0.157943], [1.086573, -1.111568, -0.957788], [-0.949661, -0.523792, 0.278722], [-1.554726, -1.717080, 0.257990], [-1.825382, 0.743740, 0.315437], [2.766093, 2.354164, 0.401885], [2.950624, 0.982980, -0.716299], [0.695311, 1.315820, 1.335443], [1.897704, -0.815132, -1.610222], [0.748039, -2.138291, -0.960705], [-0.957308, -2.613962, 0.184266], [-2.629242, -1.792577, 0.301858], [-1.987621, 1.070252, -0.714011], [-2.817915, 0.555657, 0.729012], [-1.295087, 1.461690, 0.932395]],
  "forces_ev_per_angstrom": [[0.646, -0.529, 0.538], [0.022, 0.448, -0.668], [0.773, -1.670, 0.422], [-0.530, 0.813, 0.363], [-1.261, 0.429, -0.696], [0.978, 0.492, 0.342], [0.365, -1.027, 0.182], [-0.345, 0.072, 0.367], [-0.589, 0.118, -0.566], [-0.108, 0.458, -0.230], [0.500, -0.250, 0.539], [-0.323, 0.140, -0.784], [-0.195, -0.245, -0.090], [-0.061, -0.102, 0.246], [0.315, 0.423, 0.127], [0.192, -0.117, 0.152], [-0.378, 0.546, -0.245]],
  "homo_lumo_gap_ev": 8.65,
  "e_tot_ha": -272.625253,
  "total_charge": 0,
  "relative_energy_ev": 2.524,
  "smiles": "C=CC(=C)C(=C)C",
  "multiplicity": 1
}